This record from the Open Molecules 2025 dataset describes a cluster of 3 separate species, C33H40F16N3O3 in total at a distorted geometry. The level of theory is ωB97M-V/def2-TZVPD.

The net charge is +1. The strongest force on any atom is 8.82 eV Å⁻¹. Its spin multiplicity is 1. The LUMO energy comes out at -5.082 eV. As for the highest occupied orbital energy: -10.419 eV. The calculation puts the frontier orbital gap at 5.337 eV. The total energy comes out at -88933.249 eV.

Each atom is followed by the atoms it is bonded to, with distances in Å.
Element x y z (Å)
1 C -0.563 -3.887 -2.866  C2 1.672, H28 1.170, H29 1.194, H30 1.176
2 C 0.000 -2.313 -2.811  C1 1.672, C3 1.671, C4 1.490
3 C -0.424 -1.487 -1.423  C2 1.671, H31 1.171, H32 1.184, H33 1.192
4 C 0.837 -1.703 -3.883  C2 1.490, C5 1.671, H34 1.187
5 C 1.061 -2.368 -5.399  C4 1.671, C6 1.642, H35 1.184, H36 1.174
6 C 2.642 -2.763 -5.602  C5 1.642, C7 1.652, H37 1.189, H38 1.183
7 C 3.410 -1.908 -6.788  C6 1.652, C8 1.672, C9 1.639, H39 1.179
8 C 2.662 -2.150 -8.263  C7 1.672, H40 1.172, H41 1.184, H42 1.193
9 C 3.427 -0.286 -6.554  C7 1.639, C10 1.672, H43 1.175, H44 1.192
10 C 4.831 0.269 -5.836  C9 1.672, N11 1.543, H45 1.173, H46 1.181
11 N 4.360 1.417 -4.919  C10 1.543, C12 1.489, N27 1.358
12 C 4.608 1.419 -3.450  N11 1.489, C13 1.633, H47 1.195
13 C 4.202 2.520 -2.313  C12 1.633, C14 1.678, H48 1.179
14 C 3.336 3.779 -3.006  C13 1.678, C15 1.632, H49 1.170
15 C 3.173 3.503 -4.606  C14 1.632, C16 1.676, N27 1.473
16 C 2.275 4.675 -5.399  C15 1.676, C17 1.645, H50 1.194, H51 1.189
17 C 0.736 4.769 -4.825  C16 1.645, C18 1.646, H52 1.193, H53 1.181
18 C -0.291 3.638 -5.439  C17 1.646, O19 1.357, N20 1.538
19 O 0.212 2.636 -6.203  C18 1.357
20 N -1.805 3.745 -5.192  C18 1.538, C21 1.525, H54 1.045
21 C -2.200 2.971 -3.938  N20 1.525, C22 1.665, C26 1.662
22 C -1.933 3.514 -2.387  C21 1.665, C23 1.669, H55 1.186
23 C -2.414 2.668 -1.032  C22 1.669, C24 1.662, H56 1.190
24 C -3.209 1.219 -1.207  C23 1.662, C25 1.668, H57 1.175
25 C -3.462 0.629 -2.746  C24 1.668, C26 1.641, H58 1.192
26 C -2.967 1.501 -4.044  C21 1.662, C25 1.641, H59 1.170
27 N 3.661 2.431 -5.491  N11 1.358, C15 1.473
28 H -0.860 -4.202 -3.954  C1 1.170
29 H -1.544 -4.002 -2.195  C1 1.194
30 H 0.283 -4.569 -2.417  C1 1.176
31 H -0.637 -0.352 -1.619  C3 1.171
32 H -1.399 -1.958 -0.942  C3 1.184
33 H 0.433 -1.659 -0.612  C3 1.192
34 H 1.392 -0.691 -3.604  C4 1.187
35 H 0.776 -1.501 -6.153  C5 1.184
36 H 0.306 -3.246 -5.592  C5 1.174
37 H 2.671 -3.922 -5.866  C6 1.189
38 H 3.167 -2.592 -4.555  C6 1.183
39 H 4.516 -2.315 -6.842  C7 1.179
40 H 3.152 -3.077 -8.788  C8 1.172
41 H 1.485 -2.225 -8.163  C8 1.184
42 H 2.850 -1.226 -8.995  C8 1.193
43 H 3.164 0.349 -7.507  C9 1.175
44 H 2.575 -0.052 -5.755  C9 1.192
45 H 5.397 -0.565 -5.236  C10 1.173
46 H 5.506 0.689 -6.709  C10 1.181
47 H 5.198 0.467 -3.036  C12 1.195
48 H 4.431 2.460 -1.159  C13 1.179
49 H 2.906 4.673 -2.387  C14 1.170
50 H 2.818 5.728 -5.259  C16 1.194
51 H 2.258 4.493 -6.574  C16 1.189
52 H 0.312 5.822 -5.192  C17 1.193
53 H 0.711 4.800 -3.645  C17 1.181
54 H -2.080 4.737 -5.012  N20 1.045
55 H -1.382 4.542 -2.171  C22 1.186
56 H -2.238 3.084 0.069  C23 1.190
57 H -3.600 0.582 -0.300  C24 1.175
58 H -4.023 -0.408 -2.919  C25 1.192
59 H -3.150 1.094 -5.126  C26 1.170
60 C 1.084 -3.096 4.488  C61 1.537, O67 1.432, H74 1.097, H75 1.097
61 C 0.101 -2.371 5.421  C60 1.537, C62 1.525, F65 1.360, F66 1.371
62 C -1.349 -2.363 4.950  C61 1.525, F63 1.352, F64 1.359, H76 1.092
63 F -1.501 -1.759 3.749  C62 1.352
64 F -2.131 -1.674 5.822  C62 1.359
65 F 0.559 -1.112 5.654  C61 1.360
66 F 0.149 -3.010 6.633  C61 1.371
67 O 1.815 -2.275 3.572  C60 1.432, C68 1.427
68 C 1.123 -1.933 2.372  O67 1.427, C69 1.533, F72 1.356, F73 1.360
69 C 0.805 -0.438 2.267  C68 1.533, F70 1.356, F71 1.360, H77 1.096
70 F 0.092 0.006 3.332  C69 1.356
71 F 0.059 -0.169 1.162  C69 1.360
72 F 0.023 -2.717 2.259  C68 1.356
73 F 1.945 -2.299 1.352  C68 1.360
74 H 1.857 -3.533 5.133  C60 1.097
75 H 0.627 -3.959 3.988  C60 1.097
76 H -1.749 -3.377 4.879  C62 1.092
77 H 1.725 0.156 2.210  C69 1.096
78 C -4.253 0.993 9.145  C79 1.537, O85 1.432, H92 1.097, H93 1.097
79 C -2.723 1.001 9.286  C78 1.537, C80 1.525, F83 1.360, F84 1.371
80 C -2.062 -0.373 9.226  C79 1.525, F81 1.352, F82 1.359, H94 1.092
81 F -2.496 -1.200 10.204  C80 1.352
82 F -0.717 -0.263 9.391  C80 1.359
83 F -2.386 1.669 10.422  C79 1.360
84 F -2.227 1.755 8.255  C79 1.371
85 O -5.004 1.030 10.363  C78 1.432, C86 1.427
86 C -5.183 -0.228 11.011  O85 1.427, C87 1.533, F90 1.356, F91 1.360
87 C -4.457 -0.319 12.358  C86 1.533, F88 1.356, F89 1.360, H95 1.096
88 F -3.130 -0.065 12.238  C87 1.356
89 F -4.567 -1.564 12.894  C87 1.360
90 F -4.832 -1.218 10.153  C86 1.356
91 F -6.522 -0.361 11.202  C86 1.360
92 H -4.521 1.926 8.635  C78 1.097
93 H -4.607 0.202 8.471  C78 1.097
94 H -2.237 -0.855 8.262  C80 1.092
95 H -4.871 0.399 13.075  C87 1.096

Results of the Löwdin charge analysis, in e, for atoms 1 through 6:
1 C -0.10
2 C -0.24
3 C -0.11
4 C -0.09
5 C -0.19
6 C -0.18

This record from the Open Molecules 2025 dataset describes a cluster of 2 separate species, C31H32N3 in total at a distorted geometry. The level of theory is ωB97M-V/def2-TZVPD.

Its energy relative to the best compared isomer or geometry (same formula, charge and spin) is 206.83 kJ/mol. The net charge is +1. The strongest force on any atom is 1.74 eV Å⁻¹. Its spin multiplicity is 1. The LUMO energy comes out at -5.363 eV. As for the highest occupied orbital energy: -10.624 eV. The calculation puts the frontier orbital gap at 5.262 eV. The total energy comes out at -37128.157 eV.

Each atom is followed by the atoms it is bonded to, with distances in Å.
Element x y z (Å)
1 C -2.710 -1.069 -0.303  N2 1.435, H16 1.084, H17 1.100, H18 1.096
2 N -2.959 0.127 -1.055  C1 1.435, C3 1.469, C4 1.390
3 C -4.399 0.373 -1.216  N2 1.469, H19 1.091, H20 1.100, H21 1.104
4 C -1.976 1.107 -0.971  N2 1.390, N5 1.337, N13 1.380
5 N -0.882 0.874 -0.238  C4 1.337, C6 1.453
6 C -0.092 2.032 0.144  N5 1.453, C7 1.522, H22 1.111, H23 1.092
7 C 0.505 2.145 1.539  C6 1.522, C8 1.398, C12 1.400
8 C 1.849 2.502 1.684  C7 1.398, C9 1.394, H24 1.096
9 C 2.407 2.604 2.957  C8 1.394, C10 1.398, H25 1.091
10 C 1.605 2.457 4.093  C9 1.398, C11 1.405, H26 1.092
11 C 0.225 2.250 3.940  C10 1.405, C12 1.400, H27 1.091
12 C -0.318 2.042 2.666  C7 1.400, C11 1.400, H28 1.095
13 N -2.228 2.212 -1.758  C4 1.380, C14 1.458, C15 1.455
14 C -2.843 2.084 -3.074  N13 1.458, H29 1.094, H30 1.101, H31 1.101
15 C -2.074 3.593 -1.327  N13 1.455, H32 1.106, H33 1.100, H34 1.097
16 H -1.633 -1.118 -0.190  C1 1.084
17 H -3.159 -1.049 0.701  C1 1.100
18 H -3.091 -1.942 -0.845  C1 1.096
19 H -4.607 1.301 -1.751  C3 1.091
20 H -4.829 -0.461 -1.789  C3 1.100
21 H -4.899 0.390 -0.232  C3 1.104
22 H 0.684 2.270 -0.615  C6 1.111
23 H -0.803 2.859 0.196  C6 1.092
24 H 2.459 2.677 0.791  C8 1.096
25 H 3.478 2.791 3.038  C9 1.091
26 H 2.039 2.563 5.089  C10 1.092
27 H -0.441 2.256 4.804  C11 1.091
28 H -1.380 1.832 2.502  C12 1.095
29 H -2.904 1.028 -3.352  C14 1.094
30 H -3.834 2.563 -3.086  C14 1.101
31 H -2.208 2.619 -3.797  C14 1.101
32 H -2.585 3.755 -0.359  C15 1.106
33 H -1.014 3.888 -1.310  C15 1.100
34 H -2.557 4.247 -2.064  C15 1.097
35 C 0.953 -1.246 -0.404  C36 1.454, C42 1.450, C49 1.456
36 C 0.997 -1.658 -1.797  C35 1.454, C37 1.411, C41 1.424
37 C -0.141 -2.136 -2.482  C36 1.411, C38 1.398, H54 1.087
38 C -0.028 -2.870 -3.666  C37 1.398, C39 1.404, H55 1.093
39 C 1.237 -3.120 -4.220  C38 1.404, C40 1.404, H56 1.095
40 C 2.372 -2.539 -3.630  C39 1.404, C41 1.391, H57 1.093
41 C 2.253 -1.809 -2.452  C36 1.424, C40 1.391, H58 1.088
42 C 2.037 -0.518 0.225  C35 1.450, C43 1.430, C47 1.395
43 C 2.054 -0.826 1.621  C42 1.430, C44 1.391, C48 1.457
44 C 3.187 -0.566 2.384  C43 1.391, C45 1.405, H59 1.092
45 C 4.332 -0.057 1.748  C44 1.405, C46 1.405, H60 1.095
46 C 4.255 0.405 0.424  C45 1.405, C47 1.401, H61 1.098
47 C 3.081 0.230 -0.321  C42 1.395, C46 1.401, H62 1.090
48 C 0.896 -1.663 1.903  C43 1.457, C49 1.438, C53 1.383
49 C 0.315 -2.034 0.641  C35 1.456, C48 1.438, C50 1.398
50 C -0.638 -3.056 0.622  C49 1.398, C51 1.404, H63 1.088
51 C -1.134 -3.539 1.843  C50 1.404, C52 1.403, H64 1.090
52 C -0.584 -3.135 3.070  C51 1.403, C53 1.399, H65 1.092
53 C 0.441 -2.182 3.102  C48 1.383, C52 1.399, H66 1.090
54 H -1.117 -1.951 -2.040  C37 1.087
55 H -0.918 -3.333 -4.100  C38 1.093
56 H 1.345 -3.756 -5.105  C39 1.095
57 H 3.352 -2.715 -4.080  C40 1.093
58 H 3.161 -1.411 -2.003  C41 1.088
59 H 3.174 -0.812 3.447  C44 1.092
60 H 5.278 0.028 2.293  C45 1.095
61 H 5.129 0.871 -0.047  C46 1.098
62 H 2.961 0.657 -1.317  C47 1.090
63 H -1.045 -3.397 -0.328  C50 1.088
64 H -1.969 -4.239 1.835  C51 1.090
65 H -0.973 -3.566 3.994  C52 1.092
66 H 0.911 -1.854 4.029  C53 1.090

Results of the natural (NBO) charge analysis, in e, for atoms 1 through 6:
1 C -0.44
2 N -0.44
3 C -0.41
4 C 0.66
5 N -0.62
6 C -0.25